(1)
DFT (wB97M-V/def2-TZVPD) results for 8 unconnected molecules or ions with the total composition C14H44N2O8 at a distorted geometry.

Results
E_LUMO = 0.0599 eV
SMILES = NC(N)=O.CCO.CCO.CCO.CCO.CCO.CCO.CO
Frontier orbital gap = 9.102 eV
Energy relative to the best compared isomer or geometry (same formula, charge and spin) = 13.5 kcal/mol
E_tot = -1271.10844 a.u.
HOMO energy = -9.0 eV

```
! RIJCOSX wB97M-V def2-TZVPD def2/J DEFGRID3
* xyz 0 1
C -20.09437 -15.14578 -2.66904
C -18.63862 -14.98941 -3.14287
O -18.61322 -15.02392 -4.60321
H -20.62119 -15.94652 -3.20643
H -20.67752 -14.28739 -3.05773
H -20.27787 -15.21163 -1.59551
H -17.98808 -15.75024 -2.72375
H -18.18179 -14.01889 -2.75839
H -17.77394 -14.74163 -4.95503
C -13.41215 -16.35923 -1.32032
C -12.91657 -14.97465 -0.95265
O -14.03665 -14.15070 -0.64332
H -14.26784 -16.33341 -1.96099
H -13.59258 -16.85537 -0.41979
H -12.66836 -17.06036 -1.72596
H -12.32081 -14.49304 -1.72638
H -12.26100 -15.02398 -0.13578
H -13.73906 -13.42494 -0.08094
C -17.78558 -17.57236 -0.46540
C -16.66614 -16.78130 0.22510
O -16.53196 -15.54327 -0.41807
H -17.38745 -17.88855 -1.40338
H -18.74498 -17.03949 -0.72081
H -18.13067 -18.51009 -0.06257
H -15.72909 -17.28563 0.21740
H -16.94673 -16.60465 1.23878
H -15.60114 -15.24448 -0.48025
C -13.63803 -20.62917 -6.87781
C -13.62695 -19.27776 -6.20646
O -13.19965 -18.27237 -7.10738
H -12.58645 -20.91238 -7.11018
H -14.15277 -20.63433 -7.80758
H -14.02491 -21.44230 -6.24652
H -12.99852 -19.28296 -5.40186
H -14.65495 -19.09166 -5.93599
H -13.31617 -17.45545 -6.60140
C -15.46897 -20.50326 -2.30971
C -14.33892 -19.51191 -2.25508
O -13.48538 -19.88418 -1.27462
H -16.28330 -20.29259 -3.04249
H -15.89415 -20.69211 -1.35839
H -15.01340 -21.36193 -2.66428
H -14.74000 -18.53580 -1.92989
H -13.87693 -19.26959 -3.18422
H -13.89263 -19.57560 -0.38907
C -16.62933 -18.23310 -8.08192
C -17.19383 -16.77388 -8.26398
O -16.21622 -15.93712 -7.71642
H -17.34333 -18.86993 -8.66720
H -16.76828 -18.56033 -7.04738
H -15.59624 -18.41307 -8.40320
H -18.13060 -16.64505 -7.76705
H -17.34301 -16.49234 -9.33202
H -15.36422 -15.98719 -8.19080
C -16.69429 -13.24532 -6.09141
O -17.21176 -12.18908 -5.42826
N -16.12972 -14.23427 -5.48276
N -16.79710 -13.27615 -7.38474
H -15.81383 -14.09458 -4.57078
H -15.83526 -15.02895 -6.06182
H -17.39563 -12.53734 -7.74848
H -16.61654 -14.10659 -7.91809
C -16.34509 -17.33065 -4.27000
O -17.59347 -17.87886 -4.02586
H -16.37739 -17.00326 -5.28061
H -15.55490 -18.11047 -4.14522
H -16.12682 -16.52449 -3.57209
H -18.21209 -17.19441 -4.27216
*
```

Löwdin atomic charge list, values in e, 4 entries: -0.081, -0.281, -0.105, 0.072

(2)
DFT (wB97M-V/def2-TZVPD) results for a single C3H3F2I molecule at a distorted geometry.

Results
E_LUMO (alpha / beta) = 0.6258 / -3.9459 eV
Frontier orbital gap (alpha / beta) = 6.563 / 6.557 eV
Energy relative to the best compared isomer or geometry (same formula, charge and spin) = 8.2 kcal/mol
⟨S²⟩ = 2.006
E_tot = -613.29431 a.u.
HOMO energy (alpha / beta) = -5.9 / -10.5 eV

```
! RIJCOSX wB97M-V def2-TZVPD def2/J DEFGRID3
* xyz 0 3
C -0.55711 -0.55109 0.45900
C 0.56475 -0.30768 -0.56386
C -0.11629 0.75077 0.07353
F -1.22292 1.54068 -0.86577
F 0.25582 1.62681 0.87531
I 2.59828 -0.65441 -0.01106
H -1.36598 -1.03264 0.03884
H -0.43141 -0.73611 1.48907
H 0.27486 -0.63632 -1.49505
*
```

Löwdin atomic charge list, values in e, 4 entries: -0.053, -0.616, -0.587, -0.150

(3)
DFT (wB97M-V/def2-TZVPD) results for a molecular structure, C35H32N6O2SiW at a distorted geometry.

Results
E_LUMO = -8.3866 eV
Frontier orbital gap = 5.569 eV
Energy relative to the best compared isomer or geometry (same formula, charge and spin) = 34.2 kcal/mol
E_tot = -2188.05896 a.u.
HOMO energy = -14.0 eV

```
! RIJCOSX wB97M-V def2-TZVPD def2/J DEFGRID3
* xyz 2 1
W -0.37208 0.07747 -0.53694
O -1.51955 4.10094 -0.83135
C -1.57547 2.92139 -0.72152
N -0.49453 2.03679 -0.93072
C 0.64000 2.53943 -1.61000
C 1.13221 3.83546 -1.57351
C 2.26790 4.12802 -2.30893
C 2.89224 3.15167 -3.07521
C 2.39183 1.86672 -3.12708
C 1.25262 1.56327 -2.39143
N 0.67863 0.28005 -2.22508
C 1.03213 -0.76732 -3.11358
O 1.40510 -0.60659 -4.22988
C 0.95108 -2.09180 -2.45919
C 1.32497 -3.23508 -3.12591
C 1.31448 -4.43110 -2.42740
C 0.96892 -4.40936 -1.08678
C 0.61176 -3.20867 -0.50144
N 0.58217 -2.07240 -1.18490
C -2.81576 2.21109 -0.39545
C -4.01656 2.88068 -0.43592
C -5.16581 2.17925 -0.13599
C -5.03383 0.85204 0.24074
C -3.78092 0.27317 0.25584
N -2.67396 0.92924 -0.09216
H 0.64597 4.59628 -0.98950
H 2.67010 5.13273 -2.27642
H 3.78320 3.39223 -3.63883
H 2.87364 1.11859 -3.73615
H 1.62500 -3.16147 -4.16307
H 1.58341 -5.35889 -2.91472
H 0.97804 -5.31114 -0.48898
H 0.36940 -3.14738 0.55055
H -4.01969 3.93093 -0.70098
H -6.13886 2.65147 -0.18697
H -5.89250 0.25790 0.52761
H -3.68133 -0.74906 0.56254
C -1.12623 -0.81949 2.46730
N -1.19954 -1.15378 1.02451
C -1.97067 -2.12032 0.62074
C -2.24569 -2.20504 -0.73953
C -2.96446 -3.08292 -1.53845
C -2.91796 -2.56509 -2.83695
C -2.17174 -1.39231 -2.78685
N -1.77104 -1.15876 -1.52321
C -1.38001 0.64803 2.70456
C -2.64212 1.07609 3.09747
C -2.92622 2.42705 3.19473
C -1.95085 3.37625 2.88650
C -0.67777 2.95869 2.54288
C -0.38763 1.59434 2.45472
H -0.13805 -1.09898 2.82617
H -1.88079 -1.40060 2.98728
H -2.42151 -2.81024 1.32873
H -3.45376 -3.99130 -1.21026
H -3.38624 -2.97290 -3.72068
H -1.92296 -0.71678 -3.59225
H -3.40753 0.34652 3.35107
H -3.90935 2.74934 3.52265
H -2.18096 4.43465 2.94307
H 0.10943 3.68415 2.37168
H 0.63277 1.28290 2.31617
C 4.99133 0.55520 2.25014
Si 4.00479 -0.97535 1.95733
C 3.30388 -1.70307 3.51508
C 4.89795 -2.23490 0.94018
C 2.46396 -0.47835 0.99901
C 1.42107 -0.16590 0.44024
H 5.91207 0.31657 2.79267
H 4.43059 1.28534 2.84223
H 5.27300 1.02634 1.30258
H 4.11411 -2.07612 4.15327
H 2.63690 -2.54490 3.30107
H 2.74929 -0.95374 4.09016
H 5.83212 -2.50760 1.44382
H 5.15621 -1.84150 -0.04831
H 4.30964 -3.14809 0.80719
*
```

Löwdin atomic charge list, values in e, 4 entries: 1.935, 0.180, -0.408, -0.046

(4)
DFT (wB97M-V/def2-TZVPD) results for a molecular structure, C26H35AsCl2HfSSi2 at a distorted geometry.

Results
E_LUMO = -6.9032 eV
Frontier orbital gap = 7.244 eV
E_tot = -5192.60959 a.u.
HOMO energy = -14.1 eV

```
! RIJCOSX wB97M-V def2-TZVPD def2/J DEFGRID3
* xyz 2 1
Hf 0.56862 -1.32277 -0.14048
S 1.29863 -1.00805 2.18157
C 0.45814 0.45728 2.75492
C 0.18052 0.51504 4.11758
C -0.37507 1.65952 4.66931
C -0.64324 2.76010 3.86876
C -0.36755 2.71047 2.51095
C 0.18831 1.56759 1.94447
As 0.42194 1.45273 0.02840
C 0.42807 3.25957 -0.63070
C -0.76050 3.98514 -0.61788
C -0.75931 5.29105 -1.08085
C 0.41020 5.85266 -1.57618
C 1.58078 5.10911 -1.61424
C 1.59801 3.80069 -1.14840
C 2.31059 1.00710 -0.16760
C 3.30357 1.37532 0.74187
C 4.61292 0.99956 0.51052
C 4.95106 0.25435 -0.62564
C 3.97696 -0.10931 -1.53210
C 2.64685 0.25429 -1.29437
H 0.41042 -0.33795 4.74297
H -0.59083 1.69054 5.72905
H -1.06322 3.65948 4.29848
H -0.56831 3.57806 1.89795
H -1.67973 3.55098 -0.24914
H -1.67520 5.86641 -1.06108
H 0.40656 6.87113 -1.94112
H 2.48927 5.54279 -2.00976
H 2.51620 3.23445 -1.18644
H 3.04923 1.96366 1.61518
H 5.38630 1.29721 1.20752
H 5.98330 -0.01836 -0.80252
H 4.24203 -0.63434 -2.44247
H 1.91131 0.09549 -2.08884
Cl 3.08820 -2.80713 0.37070
C 3.17429 -3.57630 -1.22055
Cl 1.84467 -2.93417 -2.23553
H 3.03714 -4.64556 -1.11752
H 4.11316 -3.31705 -1.69371
C -2.48053 -3.41779 2.32281
Si -1.91610 -3.34718 0.56877
C -3.04400 -4.25332 -0.57896
C -0.20439 -4.14735 0.45179
C -1.57514 -1.54410 0.08652
Si -2.38963 -0.69528 -1.38561
C -3.86553 -1.49146 -2.16599
C -2.87411 1.03733 -0.89507
C -1.00045 -0.67410 -2.69414
H -2.54843 -4.45710 2.65438
H -3.47008 -2.96836 2.43474
H -1.79056 -2.89299 2.98875
H -3.09305 -5.30349 -0.27784
H -2.71401 -4.21997 -1.61894
H -4.05635 -3.84954 -0.52771
H -0.23381 -5.18264 0.80367
H 0.53418 -3.66250 1.10976
H 0.16419 -4.20263 -0.57974
H -1.80838 -0.94505 0.98533
H -4.64039 -1.70951 -1.42785
H -3.63286 -2.41251 -2.70038
H -4.28543 -0.78188 -2.88485
H -3.92989 1.04053 -0.61062
H -2.75958 1.73921 -1.72532
H -2.32122 1.41585 -0.03374
H -0.45738 -1.63311 -2.74814
H -0.29508 0.15445 -2.56729
H -1.41630 -0.54624 -3.69743
*
```

Löwdin atomic charge list, values in e, 4 entries: 1.149, 0.618, -0.624, -0.097

(5)
DFT (wB97M-V/def2-TZVPD) results for 7 unconnected molecules or ions with the total composition C5H25N2O7 at a distorted geometry.

Results
E_LUMO = -2.6375 eV
Frontier orbital gap = 9.811 eV
Energy relative to the best compared isomer or geometry (same formula, charge and spin) = 32.2 kcal/mol
E_tot = -841.48541 a.u.
HOMO energy = -12.4 eV

```
! RIJCOSX wB97M-V def2-TZVPD def2/J DEFGRID3
* xyz 1 1
N 1.58420 0.74783 0.41540
C 0.56860 -0.20467 -0.14235
C -0.35043 0.51301 -1.16511
C -0.28711 -0.59897 1.06965
N -0.95287 -1.77494 1.07641
C -1.58797 -2.22759 2.29955
C -1.43320 -2.41486 -0.14489
O -0.12335 0.04832 2.10702
H 1.12191 1.43563 1.00564
H 1.94018 1.21694 -0.42586
H 2.27920 0.20510 0.91728
H 1.06356 -1.10086 -0.52901
H -1.16680 1.05968 -0.73628
H -0.57284 -0.29239 -1.85545
H 0.23999 1.25497 -1.70510
H -1.26144 -3.26549 2.44653
H -2.67260 -2.32057 2.31580
H -1.24078 -1.63684 3.13608
H -2.41244 -2.03138 -0.43872
H -1.49936 -3.47465 0.07608
H -0.81695 -2.12400 -0.98878
H 1.29603 4.24236 1.70426
H 2.33932 3.54825 0.83519
O 1.50549 3.39637 1.29446
H 3.34598 1.88064 -2.16113
H 3.75413 0.44887 -2.34016
O 3.40936 1.03880 -1.66817
H -3.09292 1.45594 2.93070
H -1.93575 0.53703 2.70054
O -2.90687 0.53149 2.74591
H 1.84597 3.41301 -3.79901
H 1.33681 2.29108 -2.92222
O 1.99125 3.00474 -2.93696
H 2.67749 -3.02968 -0.51516
H 1.47848 -3.83400 -0.60392
O 1.73267 -2.95338 -0.31354
H -3.93432 0.92566 -1.73583
H -3.89039 -0.31596 -0.79196
O -3.37220 0.40450 -1.15688
*
```

Löwdin atomic charge list, values in e, 4 entries: 0.210, -0.225, 0.008, -0.405

(6)
DFT (wB97M-V/def2-TZVPD) results for 5 unconnected molecules or ions with the total composition H10S5 at a distorted geometry.

Results
E_LUMO = 0.3863 eV
SMILES = S.S.S.S.S
Frontier orbital gap = 9.761 eV
Energy relative to the best compared isomer or geometry (same formula, charge and spin) = 4.3 kcal/mol
E_tot = -1996.86779 a.u.
HOMO energy = -9.4 eV

```
! RIJCOSX wB97M-V def2-TZVPD def2/J DEFGRID3
* xyz 0 1
S -0.38117 3.97880 -2.09678
S 3.01730 2.46570 -0.66389
S 3.30486 -2.33954 1.49167
S -3.94836 -4.97007 1.59028
S -1.69721 0.34357 -0.76246
H -0.32607 2.68225 -1.76431
H 3.64902 3.20860 0.17637
H 3.05743 -2.03727 0.21686
H -5.21795 -4.64534 1.96659
H -1.14941 -0.56038 0.06645
H -0.67001 3.86819 -3.37493
H 3.68019 2.94827 -1.73855
H 2.27752 -1.58912 1.93464
H -3.52859 -4.58445 2.79714
H -2.06754 1.23078 0.16090
*
```

Löwdin atomic charge list, values in e, 4 entries: 0.464, 0.482, 0.459, 0.448

(7)
DFT (wB97M-V/def2-TZVPD) results for a molecular structure, C37H35Br2N3O7Rh.

Results
E_LUMO (alpha / beta) = 2.1624 / 0.5914 eV
Frontier orbital gap (alpha / beta) = 7.804 / 6.593 eV
Energy relative to the best compared isomer or geometry (same formula, charge and spin) = 0.0 kcal/mol
⟨S²⟩ = 6.053
E_tot = -7380.63296 a.u.
HOMO energy (alpha / beta) = -5.6 / -6.0 eV

```
! RIJCOSX wB97M-V def2-TZVPD def2/J DEFGRID3
* xyz -1 5
Rh -0.64784 0.12689 0.33879
O -3.03648 3.86707 4.85384
C -2.49893 3.14881 3.83497
C -3.01901 3.19158 2.54495
C -2.41255 2.42605 1.56885
N -1.34402 1.68815 1.82368
C -0.85030 1.62317 3.05481
C -1.39766 2.34137 4.09791
C 0.36600 0.70555 3.22266
O 0.81092 0.53781 4.35563
O 0.79614 0.22010 2.12908
C -2.93168 2.33342 0.13235
O -3.80869 3.11816 -0.22271
O -2.37405 1.41631 -0.55021
H -3.79571 4.35703 4.52505
H -3.88409 3.78872 2.28182
H -0.96993 2.25431 5.08679
C 4.83983 -2.66960 -2.71375
C 3.68691 -2.33837 -1.79797
C 3.14571 -3.32378 -0.96571
C 2.08576 -3.03157 -0.10302
C 1.47148 -4.05927 0.80812
C 1.57290 -1.75791 -0.11674
C 2.03869 -0.72961 -0.98824
C 3.15573 -1.06290 -1.80524
N 1.30740 0.38908 -0.98195
C 1.52637 1.65527 -1.64056
C 0.27644 1.93919 -2.50660
C 0.30792 3.35920 -3.06603
C 0.36537 4.35995 -1.90954
C 1.63876 4.11911 -1.09435
C 2.87175 4.26768 -1.99070
C 2.79429 3.24490 -3.12628
C 1.54027 3.51294 -3.96002
C 2.75930 1.82333 -2.54469
C 1.60926 2.70923 -0.50999
H 5.15556 -3.70361 -2.58190
H 5.69542 -2.02156 -2.51744
H 4.55690 -2.53153 -3.75889
H 3.55154 -4.32859 -0.99603
H 1.97785 -5.02122 0.73544
H 0.41613 -4.19439 0.55794
H 1.51058 -3.71694 1.84338
H 0.75937 -1.51258 0.55981
H 3.58755 -0.33208 -2.47142
H -0.62024 1.79211 -1.90632
H 0.25172 1.21309 -3.32729
H -0.60095 3.52890 -3.64908
H -0.51532 4.22637 -1.27493
H 0.34808 5.38454 -2.29464
H 1.69243 4.84517 -0.27780
H 3.77918 4.10032 -1.40132
H 2.91785 5.28045 -2.40315
H 3.68001 3.33851 -3.76353
H 1.48367 2.80614 -4.79437
H 1.58298 4.52221 -4.38257
H 3.67730 1.65863 -1.97104
H 2.72221 1.10340 -3.36799
H 0.74659 2.57594 0.14744
H 2.50673 2.52005 0.08685
Br -4.16339 -6.12472 5.14535
C -3.17210 -4.51833 4.83100
C -2.63088 -3.84939 5.91518
C -1.91246 -2.68476 5.68066
C -1.75526 -2.20098 4.39083
C -2.30738 -2.88944 3.31664
C -3.01636 -4.06440 3.53576
C -2.14175 -2.36441 1.89191
O -2.22594 -3.18057 0.96355
O -1.88701 -1.12300 1.84217
H -2.76851 -4.23205 6.91718
H -1.47624 -2.14810 6.51412
H -1.20106 -1.28988 4.20588
H -3.42510 -4.59739 2.68830
Br -3.74025 -4.14322 -4.29432
C -2.80086 -3.01349 -3.09557
C -1.42356 -2.91165 -3.19535
C -0.78401 -2.05059 -2.32138
N -1.42521 -1.33167 -1.40368
C -2.74722 -1.46202 -1.30900
C -3.48501 -2.28679 -2.14825
H -0.86412 -3.47485 -3.92755
H 0.28911 -1.93440 -2.38167
H -3.23824 -0.84302 -0.57329
H -4.55659 -2.36555 -2.04458
*
```

Löwdin atomic charge list, values in e, 4 entries: 1.173, 0.065, -0.286, 0.060

(8)
DFT (wB97M-V/def2-TZVPD) results for a single C4H9NO3 molecule at a distorted geometry.

Results
E_LUMO (alpha / beta) = 0.6004 / 0.6382 eV
Frontier orbital gap (alpha / beta) = 8.544 / 8.142 eV
Energy relative to the best compared isomer or geometry (same formula, charge and spin) = 169.3 kcal/mol
E_tot = -438.05924 a.u.
HOMO energy (alpha / beta) = -7.9 / -7.5 eV

```
! RIJCOSX wB97M-V def2-TZVPD def2/J DEFGRID3
* xyz 0 1
C 0.25166 1.13936 -0.96139
C -1.14649 0.39056 -0.45298
C -0.83375 -0.98491 0.10696
C 1.70263 -0.34862 1.00360
N 1.45000 -0.80711 -0.25854
O 1.21398 0.10525 -1.18419
O -1.84158 1.34286 0.27546
O -1.19630 -2.22295 -0.35418
H 0.09395 1.76881 -1.89562
H 0.55092 1.90410 -0.27232
H -1.81278 0.25788 -1.39417
H -0.70547 -1.06737 1.19092
H 2.42757 0.40140 1.21439
H 0.81454 -0.08257 1.52921
H 1.95169 -1.27599 1.52150
H -1.55165 1.65244 1.19411
H -1.36892 -2.17314 -1.26274
*
```

Löwdin atomic charge list, values in e, 4 entries: -0.091, -0.315, -0.114, -0.187

Look up the E_tot of the seventh one. -7380.63296 a.u.